C19H22BFInN2O12 | ωB97M-V/def2-TZVPD

Each line ends with the Mulliken charge.
Atoms and positions in Å:
C 2.98137 2.90251 1.38122  -0.876
B 1.80416 2.86576 0.33213  0.135
O 2.12328 3.18902 -0.99617  -0.483
In -0.35868 2.39228 0.97786  0.800
C -1.41370 0.97541 -0.42028  -0.703
C -0.79055 -0.33577 -0.48944  0.229
O -0.64038 -1.15829 0.36028  -0.575
F -0.25763 -0.61184 -1.74287  -0.229
C -1.58670 4.22732 1.14340  -1.133
C -2.92068 4.16362 1.89750  0.004
O -2.73716 4.07515 3.30766  -0.533
C -3.81894 3.00223 1.49612  -0.643
N -3.55332 1.78003 2.26717  -0.621
O -0.11779 1.46056 2.93601  -0.704
C 0.16684 2.34417 3.78743  0.765
N 0.45335 3.14675 4.58324  -0.756
H 3.66630 2.06140 1.21241  0.291
H 3.56828 3.82394 1.28879  0.263
H 2.62466 2.83235 2.41102  0.194
H 2.43448 2.43588 -1.50846  0.277
H -1.41272 1.46126 -1.39621  0.348
H -2.44638 0.88709 -0.08644  0.215
H -0.95178 4.97601 1.62639  0.447
H -1.79394 4.56656 0.12391  0.432
H -3.47803 5.08923 1.67212  0.286
H -2.07738 4.73181 3.55605  0.351
H -4.86223 3.28602 1.67888  0.435
H -3.72885 2.84848 0.41334  0.198
H -2.61641 1.76268 2.65435  0.250
H -3.67194 0.96375 1.68226  0.309
C 0.21124 -1.53600 -4.79791  -0.922
C 0.04780 -0.38967 -5.47545  0.171
C 0.35717 -0.27290 -6.94868  0.949
O 0.16128 0.80720 -7.47730  -0.647
C 0.86529 -1.43783 -7.64865  -1.051
C 1.03120 -2.58077 -6.97131  0.292
C 0.70452 -2.70180 -5.50077  1.108
O 0.88351 -3.79632 -4.99634  -0.636
O 1.48796 -3.70266 -7.51395  -0.583
O -0.39619 0.73150 -4.92526  -0.496
H -0.00762 -1.62487 -3.74361  0.660
H 1.09391 -1.34250 -8.70068  0.417
H 1.49496 -4.35824 -6.78645  0.385
H -0.41729 1.39740 -5.63928  0.362
C 1.11717 -3.29159 2.34582  -1.013
C 1.57222 -2.57916 3.39055  0.357
C 1.75843 -3.18966 4.76026  1.036
O 2.19899 -2.47449 5.64057  -0.643
C 1.41360 -4.58835 4.95026  -1.058
C 0.95959 -5.29208 3.90688  0.364
C 0.79320 -4.68577 2.53290  1.057
O 0.38686 -5.43651 1.65993  -0.661
O 0.61890 -6.57553 3.96907  -0.593
O 1.89634 -1.30238 3.30606  -0.438
H 0.96565 -2.85208 1.36883  0.452
H 1.53841 -5.01573 5.93513  0.418
H 0.33258 -6.80593 3.06109  0.381
H 2.16470 -1.01072 4.19805  0.359

The HOMO-LUMO gap comes out at 5.096 eV. For the HOMO energy, the calculation gives -4.957 eV. The net charge is -1. The energy above the lowest of the compared OMol25 structures with the same formula, charge and spin comes out at 0.000 eV. Its spin multiplicity is 1. The calculation puts the molecular weight at 615.0 g/mol. The calculation puts the calculated total energy at -2064.54096 Ha.

C7H11NO3 | ωB97M-V/def2-TZVPD

Each line ends with the natural charge from an NBO analysis.
Atoms and positions in Å:
C 2.53283 0.64877 -0.18660  -0.744
C 2.18454 -0.50730 0.70864  0.802
O 2.98352 -0.93933 1.41053  -0.527
O 0.92144 -1.01667 0.75129  -0.528
C 0.34787 -1.35766 -0.51013  -0.061
C -1.12075 -0.87493 -0.53690  -0.351
C -1.14167 0.62500 -0.97581  -0.401
C -1.34350 1.35383 0.34032  -0.224
N -2.28458 0.44082 0.98187  -0.638
C -1.73436 -0.83004 0.87063  0.706
O -1.75242 -1.64659 1.68608  -0.543
H 3.35674 0.34783 -0.81248  0.244
H 2.88511 1.47355 0.41309  0.249
H 1.70945 1.00520 -0.78419  0.209
H 0.89432 -0.95186 -1.35157  0.181
H 0.34826 -2.43474 -0.63815  0.195
H -1.76410 -1.41077 -1.22054  0.240
H -0.32031 0.92762 -1.60909  0.204
H -2.00400 0.78234 -1.61738  0.212
H -0.39200 1.32566 0.86584  0.175
H -1.73859 2.35515 0.29283  0.208
H -2.56780 0.68411 1.92174  0.389

The HOMO-LUMO gap comes out at 10.323 eV. As for the SMILES: CC(=O)OC[C@@H]1CCNC1=O. For the HOMO energy, the calculation gives -9.640 eV. The energy above the lowest of the compared OMol25 structures with the same formula, charge and spin comes out at 1.011 eV. Its spin multiplicity is 1. The calculation puts the molecular weight at 157.2 g/mol. The calculation puts the calculated total energy at -553.79874 Ha.